Formula: H14O7
Source: the OMol25 dataset
Level of theory: wB97M-V/def2-TZVPD

Structure (XYZ):
```
21
Properties=species:S:1:pos:R:3:forces:R:3:nbo_charge:R:1
H -1.752 0.012 1.443 1.230 -2.011 1.011 0.495
H -0.478 0.128 2.201 -0.963 -2.596 -0.643 0.510
H 0.514 -0.677 -2.474 1.278 -1.679 5.504 0.489
H -0.230 -1.901 -1.317 2.538 3.193 1.228 0.553
H 2.186 -0.723 -0.659 2.734 1.087 1.546 0.512
H 2.750 -1.030 0.792 1.476 2.184 -2.785 0.460
H -2.419 2.086 0.163 -1.210 0.086 1.648 0.472
H -1.741 1.593 -0.813 -0.246 -2.233 0.384 0.498
H -1.496 -1.348 0.104 -0.305 -0.109 -1.094 0.516
H -1.376 -2.732 0.206 -0.215 -0.865 -0.452 0.489
H 1.696 0.579 0.954 1.670 -1.779 -1.869 0.465
H 2.202 2.297 1.208 -3.263 -3.782 1.329 0.438
H 0.358 1.360 -0.535 0.804 1.800 0.727 0.478
H -0.172 0.622 -1.461 1.141 4.173 -1.035 0.471
O -1.102 -0.663 1.913 -0.349 4.667 -0.630 -1.002
O 0.685 -1.027 -1.255 -4.472 -1.400 -6.729 -1.064
O 3.025 -0.399 -0.038 -4.036 -3.469 1.303 -0.984
O -2.339 1.160 -0.097 1.433 2.173 -1.866 -0.977
O -1.643 -2.130 -0.507 1.050 0.694 1.284 -0.925
O 1.179 1.022 1.581 1.590 5.733 0.523 -0.920
O 0.153 1.769 -1.407 -1.885 -5.866 0.617 -0.973
```
Positions in Å, forces in eV/Å.

For the HOMO-LUMO gap, the calculation gives 9.6 eV. The total energy is -14551.7865 eV. The HOMO energy comes out at -11.113 eV. The calculation puts the energy relative to the best compared isomer or geometry (same formula, charge and spin) at 223.1 kcal per mole. Its charge is 0. The molar mass comes out at 126.10 g/mol.

---

Formula: C10H50AsF6N20O15
Source: the OMol25 dataset
Level of theory: wB97M-V/def2-TZVPD

Structure (XYZ):
```
102
Properties=species:S:1:pos:R:3:forces:R:3:mulliken_charge:R:1
As -0.661 1.095 0.079 -1.512 -1.846 -0.330 2.017
F 0.088 2.304 -0.897 0.375 -0.098 0.354 -0.457
F -2.231 2.002 -0.177 1.586 -0.769 0.924 -0.527
F -1.533 -0.156 1.053 0.657 1.276 -0.811 -0.512
F 0.799 0.050 0.143 -0.949 1.213 0.085 -0.505
F -0.194 1.906 1.592 -0.527 -0.402 -1.343 -0.491
F -1.102 0.190 -1.422 0.313 0.593 1.078 -0.527
C 1.270 9.619 -3.987 -3.861 -3.990 -1.463 0.640
O 0.457 8.990 -4.663 -0.372 -1.594 0.358 -0.691
N 1.792 9.277 -2.864 1.990 -2.223 3.542 -0.383
N 1.478 10.808 -4.331 1.615 6.324 -1.828 -0.426
H 1.576 8.359 -2.503 0.437 0.253 0.112 0.230
H 2.434 9.921 -2.425 -0.307 -0.599 0.371 0.177
H 0.805 11.008 -5.057 0.986 0.957 -0.491 0.242
H 2.407 11.167 -4.159 -0.496 0.870 -0.606 0.212
C 7.083 -5.845 0.064 -2.285 3.170 0.437 0.582
O 6.395 -5.638 1.017 -1.336 1.540 2.709 -0.635
N 7.415 -7.033 -0.221 3.132 -6.162 -1.771 -0.421
N 7.388 -4.933 -0.870 0.699 1.314 -0.798 -0.432
H 8.198 -7.107 -0.856 -0.027 -0.555 0.055 0.202
H 7.418 -7.698 0.538 -0.136 0.121 -0.152 0.257
H 6.877 -4.067 -0.777 0.202 -0.136 -0.444 0.252
H 7.668 -5.309 -1.765 -0.261 0.729 -0.016 0.194
C -7.966 -3.411 1.478 -3.429 1.544 4.518 0.607
O -8.160 -3.258 2.682 -0.764 -0.940 0.414 -0.677
N -8.884 -3.415 0.539 -3.378 -0.548 -2.411 -0.379
N -6.818 -3.353 0.986 7.673 0.191 -3.074 -0.348
H -8.570 -3.489 -0.418 -0.482 -0.217 0.188 0.162
H -9.844 -3.661 0.733 0.348 0.195 0.099 0.223
H -6.728 -3.092 0.015 0.401 -0.229 0.222 0.169
H -6.019 -3.146 1.568 -0.347 0.005 0.015 0.243
C -2.494 -3.484 7.302 -0.203 -0.420 -1.253 0.596
O -2.974 -2.416 7.120 -1.050 3.066 0.492 -0.593
N -2.918 -4.552 6.668 -1.504 -3.499 -2.398 -0.386
N -1.494 -3.831 8.082 3.653 0.195 3.652 -0.412
H -3.565 -4.490 5.895 0.223 0.256 0.226 0.218
H -2.404 -5.417 6.759 -0.387 0.155 -0.066 0.175
H -1.167 -3.203 8.802 -0.188 0.236 -0.426 0.209
H -0.794 -4.522 7.853 -0.541 0.023 -0.236 0.194
C 6.655 0.159 4.716 -0.131 2.994 4.335 0.682
O 6.536 1.042 5.579 -0.184 0.369 -0.526 -0.702
N 7.788 -0.327 4.417 6.188 -1.497 -1.222 -0.394
N 5.683 -0.496 4.240 -5.817 -1.636 -2.197 -0.378
H 7.938 -0.945 3.632 0.203 0.204 0.391 0.177
H 8.541 0.010 5.001 0.183 -0.208 -0.578 0.221
H 4.808 -0.032 4.437 -0.323 -0.658 -0.379 0.227
H 5.743 -1.331 3.676 -0.136 0.423 0.169 0.168
C 6.740 3.258 -4.646 2.967 0.304 -0.309 0.639
O 7.791 3.652 -5.164 -0.641 -0.323 -0.625 -0.678
N 6.073 2.181 -4.983 -0.660 -3.035 -2.588 -0.388
N 6.354 3.734 -3.505 -1.338 2.825 3.424 -0.397
H 6.637 1.587 -5.575 -0.698 -0.126 -0.218 0.208
H 5.157 1.875 -4.687 0.417 0.269 0.103 0.201
H 6.797 4.606 -3.252 -0.353 -0.107 0.206 0.226
H 5.468 3.485 -3.090 0.265 0.183 0.018 0.189
C 2.942 -6.308 -5.228 -0.209 1.486 1.302 0.667
O 2.259 -5.473 -4.732 -2.381 2.778 1.104 -0.646
N 2.785 -7.560 -4.961 -0.240 -5.104 0.225 -0.374
N 3.994 -6.016 -5.942 3.018 0.665 -2.523 -0.396
H 3.466 -8.199 -5.346 -0.484 -0.297 0.444 0.147
H 2.129 -7.874 -4.260 0.185 0.222 -0.337 0.222
H 4.589 -6.758 -6.284 0.116 0.631 -0.051 0.157
H 4.265 -5.044 -5.998 -0.027 -0.388 -0.174 0.221
C -5.855 8.653 2.323 0.851 0.461 -0.391 0.632
O -5.919 9.828 2.229 -0.665 4.162 -0.887 -0.641
N -6.149 7.990 3.353 -3.257 -3.107 7.626 -0.378
N -5.319 7.843 1.481 2.382 -1.746 -5.854 -0.392
H -6.721 8.426 4.062 0.296 0.066 -0.037 0.223
H -6.196 6.981 3.372 0.049 0.340 -0.090 0.161
H -5.277 6.837 1.564 -0.108 0.480 -0.157 0.177
H -5.239 8.284 0.576 0.476 -0.674 -0.203 0.218
C -0.025 7.599 5.736 0.047 -1.830 -1.979 0.616
O 0.518 8.436 6.329 2.282 4.723 4.076 -0.607
N 0.057 7.558 4.426 -0.230 -0.323 -2.892 -0.435
N -0.621 6.555 6.244 -1.934 -2.448 2.284 -0.398
H 0.388 8.439 4.057 -0.368 -0.488 -0.699 0.237
H -0.601 6.909 4.020 0.322 0.780 -1.075 0.194
H -0.765 6.608 7.243 -0.064 -0.598 -0.290 0.210
H -0.899 5.765 5.680 -0.056 0.166 0.558 0.182
C -5.561 -5.397 -4.785 -5.597 2.139 -0.972 0.654
O -6.701 -4.880 -4.639 2.038 -0.316 0.519 -0.697
N -5.315 -6.637 -4.557 0.179 -6.283 2.193 -0.381
N -4.584 -4.900 -5.471 3.279 2.876 -1.728 -0.379
H -6.038 -7.277 -4.262 -0.097 0.587 0.139 0.226
H -4.522 -7.139 -4.932 -0.092 0.456 0.071 0.166
H -3.723 -5.424 -5.416 0.130 0.825 -0.309 0.179
H -4.579 -3.919 -5.712 0.166 -0.239 0.131 0.233
O -5.389 2.764 4.290 -0.171 0.272 0.190 -0.647
H -5.404 2.973 3.356 0.055 -0.020 -0.246 0.317
H -4.999 1.891 4.334 0.150 -0.255 0.033 0.331
O 0.892 -0.494 -6.939 0.188 0.089 -0.221 -0.647
H 0.120 -0.190 -6.463 -0.194 0.147 0.173 0.330
H 0.890 -1.444 -6.820 0.025 -0.237 0.074 0.316
O -4.483 0.502 -5.604 0.042 -0.022 -0.290 -0.650
H -5.305 0.070 -5.368 -0.217 -0.085 0.051 0.314
H -4.027 0.620 -4.771 0.200 0.091 0.273 0.337
O 1.495 -5.889 3.914 -0.041 -0.162 0.281 -0.653
H 2.344 -5.641 3.549 0.228 0.072 -0.089 0.320
H 0.861 -5.629 3.246 -0.204 0.091 -0.205 0.332
O -1.122 -5.689 -0.227 -0.008 -0.336 0.107 -0.655
H -1.788 -5.017 -0.080 -0.143 0.232 0.075 0.330
H -0.602 -5.356 -0.959 0.188 0.143 -0.168 0.324
```
Positions in Å, forces in eV/Å.

For the HOMO-LUMO gap, the calculation gives 9.2 eV. The total energy is -148847.7179 eV. The HOMO energy comes out at -8.007 eV. Its charge is -1. The molar mass comes out at 879.55 g/mol.

---

Formula: C17H22N2O2S
Source: the OMol25 dataset
Level of theory: wB97M-V/def2-TZVPD

Structure (XYZ):
```
44
Properties=species:S:1:pos:R:3:forces:R:3:nbo_charge:R:1
C -6.286 1.338 0.920 0.008 0.089 -0.232 -0.609
C -5.603 1.698 -0.394 0.188 -0.014 0.162 -0.386
C -4.287 0.949 -0.608 -0.306 -0.086 -0.089 -0.399
C -4.483 -0.556 -0.789 0.270 0.128 -0.063 -0.393
C -3.214 -1.273 -1.252 -0.031 -0.080 0.063 -0.404
C -2.107 -1.180 -0.213 0.276 -0.100 -0.049 -0.510
H -1.740 -0.161 -0.109 -0.075 0.010 0.052 0.232
H -2.446 -1.550 0.754 -0.006 0.133 -0.034 0.232
S -0.690 -2.199 -0.757 -0.011 0.084 0.058 0.270
C 0.710 -1.464 0.015 -0.569 0.100 0.432 0.138
C 0.748 -0.728 1.150 0.867 -0.237 -0.608 -0.296
C -0.328 -0.464 1.998 -0.616 -0.081 0.354 0.292
N -1.159 -0.230 2.759 -0.194 0.084 0.181 -0.343
C 2.073 -0.085 1.540 0.018 0.067 -0.431 -0.251
C 2.227 1.205 0.798 0.069 0.596 1.009 0.272
C 2.326 2.493 1.228 -0.029 -0.716 -0.072 -0.286
C 2.449 3.291 0.062 -0.020 -0.282 -0.592 -0.320
C 2.411 2.436 -0.997 0.086 0.995 0.083 0.297
O 2.272 1.165 -0.556 0.017 -0.275 -0.134 -0.429
C 2.495 2.662 -2.463 -0.063 -0.321 0.192 -0.652
H 1.559 2.384 -2.948 -0.033 0.018 -0.085 0.223
H 3.289 2.052 -2.891 0.060 0.017 -0.094 0.230
H 2.699 3.710 -2.661 0.011 0.048 -0.013 0.230
H 2.552 4.356 0.024 0.026 0.230 -0.114 0.227
H 2.314 2.832 2.244 -0.013 -0.014 0.258 0.229
C 3.212 -1.057 1.220 0.101 0.114 0.065 -0.497
C 3.148 -1.532 -0.214 0.353 0.003 0.354 0.702
O 4.106 -1.770 -0.906 0.106 -0.009 -0.061 -0.566
N 1.872 -1.734 -0.678 -0.456 -0.373 -0.449 -0.631
H 1.784 -2.123 -1.608 0.126 0.107 0.071 0.425
H 4.183 -0.593 1.394 -0.035 -0.088 -0.094 0.250
H 3.134 -1.941 1.860 -0.010 -0.003 -0.034 0.243
H 2.066 0.142 2.610 0.020 -0.010 -0.180 0.252
H -2.865 -0.841 -2.193 -0.002 -0.043 -0.042 0.205
H -3.443 -2.326 -1.434 0.001 -0.017 -0.086 0.208
H -4.816 -1.000 0.150 -0.110 -0.071 0.019 0.202
H -5.263 -0.725 -1.536 -0.080 -0.035 0.030 0.205
H -3.635 1.135 0.247 0.106 0.067 0.012 0.201
H -3.798 1.350 -1.500 0.113 0.006 -0.004 0.198
H -6.279 1.487 -1.226 -0.002 0.065 -0.075 0.192
H -5.395 2.770 -0.402 -0.055 0.015 -0.072 0.201
H -6.614 0.302 0.920 -0.056 -0.116 0.080 0.200
H -5.603 1.484 1.754 0.047 -0.006 0.144 0.205
H -7.158 1.968 1.076 -0.098 0.003 0.088 0.210
```
Positions in Å, forces in eV/Å.

For the HOMO-LUMO gap, the calculation gives 8.7 eV. The total energy is -35896.4836 eV. Its SMILES is CCCCCCSC1=C(C#N)[C@H](c2ccc(C)o2)CC(=O)N1. The HOMO energy comes out at -8.339 eV. The calculation puts the energy relative to the best compared isomer or geometry (same formula, charge and spin) at 54.2 kcal per mole. Its charge is 0. The molar mass comes out at 318.44 g/mol.

---

Formula: C6H9N
Source: the OMol25 dataset
Level of theory: wB97M-V/def2-TZVPD

Structure (XYZ):
```
16
Properties=species:S:1:pos:R:3:forces:R:3:nbo_charge:R:1
C 1.008 -1.453 -0.030 0.059 -0.022 0.003 -0.630
C 0.068 -0.791 -1.007 0.083 0.193 -0.160 -0.137
C -0.796 0.894 1.582 0.088 0.173 0.023 -0.377
C -0.061 1.943 1.239 -0.130 -0.103 0.146 -0.401
C 0.155 0.484 -1.387 0.035 -0.197 -0.043 -0.289
C -0.993 -1.604 -1.547 -0.700 -0.597 -0.447 0.259
N -1.822 -2.275 -1.999 0.740 0.615 0.481 -0.313
H 1.774 -2.025 -0.562 -0.090 0.012 0.071 0.232
H 0.472 -2.146 0.628 0.048 0.123 -0.136 0.229
H 1.501 -0.701 0.593 -0.061 -0.094 -0.181 0.224
H -0.403 0.096 2.207 -0.061 0.181 -0.010 0.193
H -1.804 0.753 1.197 0.125 0.089 0.122 0.200
H -0.441 2.710 0.567 0.020 -0.087 0.174 0.196
H 0.972 2.054 1.564 -0.178 0.014 0.067 0.193
H -0.580 0.947 -2.037 0.148 -0.168 -0.054 0.214
H 0.953 1.115 -1.009 -0.127 -0.134 -0.055 0.205
```
Positions in Å, forces in eV/Å.

For the HOMO-LUMO gap, the calculation gives 10.2 eV. The total energy is -7855.9936 eV. Its SMILES is C=C(C)C#N.C=C. The HOMO energy comes out at -9.653 eV. The calculation puts the energy relative to the best compared isomer or geometry (same formula, charge and spin) at 49.9 kcal per mole. Its charge is 0. The molar mass comes out at 95.14 g/mol.